C20H18N2O4S in the gas phase in a non-equilibrium geometry. Source: OMol25; level of theory: ωB97M-V/def2-TZVPD.

SMILES	Cc1ccc([C@H]2CC(=O)NC(SCC(=O)OCc3ccccc3)=C2C#N)o1
HOMO energy	-8.3	eV
frontier orbital gap	8.57	eV
ΔE to the lowest compared entry with this formula, charge and spin	34.7	kcal/mol
total energy	-1581.6074	a.u.

XYZ file:
```
45
Properties=species:S:1:pos:R:3:nbo_charge:R:1
C -0.35 3.09 4.79 -0.6498
C -0.42 1.79 4.06 0.2897
C -0.80 0.55 4.45 -0.3166
C -0.65 -0.30 3.33 -0.2980
C -0.18 0.49 2.32 0.2725
O -0.04 1.76 2.76 -0.4123
C 0.22 0.20 0.91 -0.2637
C -0.59 -0.96 0.37 -0.2791
C -0.11 -2.21 0.52 0.1620
N 1.07 -2.43 1.19 -0.6410
C 2.03 -1.48 1.42 0.7010
O 3.04 -1.74 2.02 -0.5650
C 1.71 -0.14 0.79 -0.4937
H 2.32 0.63 1.25 0.2468
H 1.97 -0.22 -0.27 0.2536
H 1.30 -3.39 1.43 0.4252
S -0.89 -3.70 -0.05 0.2782
C -1.43 -3.26 -1.72 -0.6362
C -0.40 -2.39 -2.43 0.8016
O 0.74 -2.25 -2.08 -0.5964
O -0.96 -1.80 -3.48 -0.4934
C -0.12 -0.87 -4.19 -0.0925
C 0.12 0.37 -3.36 -0.0632
C -0.96 1.13 -2.93 -0.1957
C -0.75 2.25 -2.14 -0.2286
C 0.53 2.61 -1.78 -0.1667
C 1.61 1.86 -2.21 -0.2386
C 1.41 0.74 -3.00 -0.1969
H 2.25 0.14 -3.32 0.2189
H 2.62 2.15 -1.93 0.2172
H 0.70 3.49 -1.17 0.2097
H -1.60 2.82 -1.80 0.2220
H -1.96 0.83 -3.20 0.2296
H 0.82 -1.36 -4.44 0.2032
H -0.69 -0.64 -5.10 0.2093
H -1.53 -4.21 -2.25 0.2653
H -2.40 -2.75 -1.70 0.2698
C -1.82 -0.66 -0.24 0.3018
N -2.82 -0.40 -0.73 -0.3450
H 0.02 1.10 0.31 0.2630
H -0.86 -1.35 3.28 0.2280
H -1.15 0.26 5.42 0.2260
H 0.67 3.46 4.81 0.2245
H -0.97 3.83 4.29 0.2244
H -0.70 2.95 5.80 0.2290
```